Record 1
A cluster of 10 separate species, C41H62NO19 in total in a non-equilibrium geometry. Source: OMol25; level of theory: the ωB97M-V functional and the def2-TZVPD basis.

```
! RIJCOSX wB97M-V def2-TZVPD def2/J DEFGRID3
* xyz 1 1
H -7.6382 -14.5477 40.6551
H -9.7686 -17.7202 38.0597
O -11.5829 -22.9790 42.5274
H -0.6996 -15.8325 39.4097
H -1.8088 -13.5848 38.8074
H -5.2056 -17.4034 47.7611
C -2.7155 -15.4578 39.5161
H -5.3920 -21.4093 47.0596
H -9.8252 -13.0081 43.2278
C -8.1216 -14.1757 42.5291
H -9.0336 -15.4247 36.9493
C -11.8431 -17.2120 42.2752
C -5.6196 -20.1837 41.4813
O -7.3119 -21.6026 44.3710
O -3.6711 -15.5012 40.1912
C -10.0387 -16.8923 45.8313
H -6.0487 -14.8646 39.1976
C -8.1618 -22.4710 44.2910
H -2.2218 -14.6750 37.4654
H -11.9096 -16.7632 38.7493
C -9.4283 -22.0640 43.5772
H -3.6725 -19.8191 42.5447
C -5.9773 -20.7473 47.5985
H -9.1334 -25.8195 45.1231
O -8.9346 -19.0545 45.6175
H -5.8094 -16.6369 41.7086
H -8.6708 -13.0118 40.6314
H -10.7964 -18.7958 48.1912
H -7.0522 -24.9272 45.9497
H -3.3919 -18.5305 41.1719
C -0.4324 -22.7584 40.1575
H -13.3371 -16.2120 43.0356
H -9.1146 -19.6164 47.9743
H -0.1481 -20.0786 40.1504
N -5.4069 -18.7676 42.2018
H -1.5694 -17.1664 42.8810
H -5.9656 -18.0350 44.0509
C -5.3802 -19.4276 46.9832
H -1.6739 -19.4555 40.4493
H -4.8228 -17.9934 33.3382
C -6.3649 -15.4974 38.4860
O -11.2969 -25.3729 43.7106
C -12.3542 -16.8613 41.0303
C -10.3988 -24.5157 43.8526
O -8.9273 -19.3567 41.2988
C -1.5969 -16.4530 39.4234
H -5.3143 -20.9340 42.1353
C -5.9700 -18.1590 47.3660
C -10.5069 -23.2117 43.2599
H -1.6203 -17.1271 38.7315
H -6.4036 -17.6044 46.5799
C -3.3885 -17.6639 43.1391
H -10.1198 -16.7813 44.7347
H -6.8911 -17.9192 41.2930
H -8.2636 -12.0870 43.3576
H -12.1091 -23.8603 42.6232
C -7.2187 -14.6628 37.4726
H -9.3014 -14.7858 41.1224
H -5.2960 -15.7790 38.1136
H -3.0494 -17.6611 36.4283
H -1.4733 -17.1393 40.3576
H -7.4843 -19.9967 35.7060
H -7.4475 -20.0435 38.5405
H -5.5912 -17.7748 40.2991
O -4.0618 -17.7544 33.8939
H -8.1690 -14.9738 35.6720
H -0.1208 -22.7928 39.0908
H -6.9095 -16.2092 39.0605
H -9.0317 -17.8436 48.3114
C -10.6039 -18.1921 42.3539
C -11.6926 -17.3864 39.7614
C -4.7247 -18.4720 37.5146
H -7.1688 -19.1604 43.5226
H -10.2670 -18.5946 43.2075
H -9.6693 -21.2401 43.1527
H 0.3310 -22.3378 40.7549
C -4.0098 -17.9019 36.3728
C -4.6284 -18.1649 35.0071
C -6.1874 -18.9069 43.4591
H -7.9187 -16.4855 36.1956
C -8.1281 -23.8010 44.9376
H -9.3693 -16.1680 46.1106
H -6.6163 -18.2441 48.1625
H -6.7508 -20.2879 41.3092
O -7.3072 -13.5194 37.6807
C -6.0399 -19.1324 37.3606
H -5.1467 -20.4395 40.3210
C -5.8795 -17.7032 41.2636
H -5.7910 -19.5943 44.1489
H -11.1330 -16.9313 46.0601
C -1.4575 -21.7298 40.2540
C -9.6525 -18.6169 47.8227
O -7.0238 -23.9051 45.7181
H -5.7296 -20.8627 48.5239
O -4.4084 -19.5247 46.2364
O -9.4089 -17.9331 38.8825
O -7.3659 -14.9498 43.0330
C -8.6201 -13.0013 43.4532
C -3.9411 -18.7943 42.3413
O -2.0000 -17.9057 43.2772
C -10.3742 -18.1601 39.8601
O -6.6388 -19.5435 38.5673
H -0.9509 -20.3740 41.7757
C -6.4966 -19.4566 35.8883
O -4.2030 -18.1868 38.6213
O -12.5513 -16.6665 43.3922
H -8.4538 -12.9899 44.4785
O -6.1604 -19.2631 33.6167
H -7.1286 -20.8229 47.4310
C -9.9154 -18.6195 41.2286
H -3.9045 -17.7055 44.1321
C -9.4965 -18.2814 46.3366
C -1.0940 -20.3750 40.6340
C -9.2575 -24.7988 44.7818
O -13.3118 -16.1542 40.8794
C -2.5036 -14.3457 38.4454
H -3.4718 -16.7474 42.5635
C -8.0722 -15.4761 36.5993
H -0.8047 -23.7450 40.6897
H -3.4342 -13.7292 38.4786
O -2.6481 -22.0846 40.2245
C -5.7370 -19.0065 34.7532
C -8.4517 -14.0703 41.2173
*
```

Values from the calculation:
* ΔE to the lowest compared entry with this formula, charge and spin: 86.3 kcal/mol
* LUMO energy: -4.742 eV
* HOMO energy: -10.621 eV



Record 2
A cluster of 7 separate species, C41H64NO21 in total in a non-equilibrium geometry. Source: OMol25; level of theory: the ωB97M-V functional and the def2-TZVPD basis.

```
! RIJCOSX wB97M-V def2-TZVPD def2/J DEFGRID3
* xyz 1 1
C -0.7274 2.7540 1.8777
O -4.0533 -6.0199 -4.4733
H 4.8818 -0.2592 6.5451
H 1.9834 -1.7194 -3.8072
O -3.3830 2.1135 -1.8327
H 4.2432 7.3183 -3.1741
H -1.7838 0.3903 3.5489
H 2.5943 3.3230 -0.6201
C -0.3071 -1.2596 1.5503
O -6.1330 -4.1376 3.0565
H -1.3580 -7.4624 4.7431
C -1.8754 -1.4519 1.3559
H -0.2485 -1.7270 -1.8793
H -0.7755 -5.3893 -1.2223
H -3.5911 -2.9030 -3.8555
H 3.9600 5.6298 -2.6944
C -1.6264 3.6780 -2.6232
O -4.1858 1.0172 0.0373
C -6.7388 -2.8864 3.3566
H -2.4684 -4.9499 4.7195
C -2.4805 3.1519 -1.3432
H 1.0784 1.6893 0.9020
O -2.3758 -4.5378 -4.2652
N 0.6350 -2.0564 0.7599
C -0.3916 2.2396 3.3662
H -5.5460 -4.6070 -4.7696
O -4.4673 -2.6456 3.2631
H 4.4418 8.3512 -6.1000
C -4.7887 -3.9609 3.1396
C 0.3282 -3.8766 -2.4450
O 0.2513 -2.9748 -0.1455
O 1.5365 -4.6652 6.0664
H -0.9960 3.8759 1.9846
O 1.9029 0.6548 7.3192
C 2.7346 -0.9644 1.9622
C -5.6575 -1.9015 3.0301
H 3.8611 -0.8893 2.1286
C 3.5259 7.6505 -7.9354
C 2.9462 -4.2959 -2.9715
C 4.1547 0.4063 7.0128
C 2.3305 1.5415 6.3814
C 3.0786 5.9592 -6.5396
H 0.2975 2.9582 -0.2017
H -3.5815 -3.4700 -5.5411
C 0.5039 -5.1264 5.6673
C -0.6740 0.6471 3.5684
O -0.5145 -4.3904 5.1445
H -2.5210 -0.7253 1.9666
H 3.3611 -5.2192 -3.5285
C -2.3930 -1.3679 -0.1579
H -2.0788 -2.2654 -0.8110
H -5.6932 -1.0159 3.6662
H -7.0135 -2.8713 4.4152
C 1.5546 -2.5788 -4.4421
H -1.7154 2.7052 -0.6136
C -2.0584 0.0070 -0.9141
H -1.0275 4.6221 -2.3952
C 1.4913 -3.9318 -3.5652
C 0.2455 -0.2462 2.6196
H -0.3195 0.4283 4.6501
H 2.6911 -1.1841 6.8469
O 2.0771 6.8405 0.4343
C 1.8008 -0.0889 2.8354
H 2.6240 7.8758 -8.5118
O 3.6180 7.0158 -1.2160
C -4.6488 -4.7664 -4.1698
H -1.9701 -0.2547 -2.0398
H -1.7619 -6.6380 6.2657
C 2.9274 -0.3193 7.4740
H -1.6646 2.2423 1.4529
H 3.0009 -0.6447 8.5125
C 0.4852 -2.5391 -1.5153
H 1.0895 -5.3089 -0.7737
H 2.0045 3.6358 2.4490
C 0.2937 -5.2348 -1.5881
H 1.5351 -2.1430 -1.7242
C 3.4532 8.1670 -6.5306
H -0.9407 2.8623 4.1711
O 2.8446 4.8525 -6.1445
C 2.1545 6.7976 -2.9576
H 2.7779 -2.5895 0.3301
H -1.2462 -5.4080 3.5153
H 2.2358 0.6194 3.6178
C 3.5997 6.6576 -2.5915
O -1.9110 -6.7486 -4.4249
H -0.9277 2.8275 -2.9628
H 1.2178 -4.7754 -4.2973
O 3.6167 6.2434 -7.7553
O 1.4857 6.5306 -1.7315
H -2.1250 -2.5024 1.7775
H -7.6364 -2.7348 2.7557
C -3.5612 -3.7874 -4.4946
H -5.6787 -1.5870 1.9824
C 2.0785 -1.9269 0.9567
C -1.4486 -5.3061 4.5853
C -2.7054 -5.8545 -4.3915
H 0.5073 -6.1048 -2.3204
H -2.3878 3.9196 -3.4479
H 4.3949 8.0302 -8.4747
C -1.1778 -6.5694 5.3433
C 0.5482 2.7069 0.8919
H 3.6553 -3.4180 -3.2197
H 3.5526 4.5750 0.4744
H 1.2232 4.8663 1.3316
H -3.0120 3.9977 -0.7858
H -1.0585 0.4729 -0.6201
O 0.1995 -6.4527 5.6787
C 1.6505 3.8071 1.3704
C 2.3657 6.8000 -0.7285
C 2.9534 3.6048 0.4262
O 1.6411 2.3929 5.8913
H 2.9315 -4.5335 -1.8492
H -3.5480 -1.4369 -0.1068
H 0.4740 -2.2952 -4.7468
H 4.6451 0.9564 7.8207
H -0.6557 -3.7607 -3.0105
H -4.9226 -4.7522 -3.1105
O -3.9826 -4.8488 3.1096
H 2.8568 9.0771 -6.4507
H 1.8497 6.0895 -3.7287
C -3.2917 1.0578 -0.8450
O 2.8380 7.0949 -5.8272
H 0.7299 2.3637 3.6211
O 3.6397 1.3380 6.0690
H 2.1706 -2.6987 -5.4127
H 1.9015 7.8102 -3.2849
H 3.5494 2.7220 0.8620
*
```

Values from the calculation:
* LUMO energy: -3.898 eV
* HOMO energy: -12.169 eV



Record 3
A structure of composition C41H65Cl2CsN6O6S2Se in a non-equilibrium geometry. Source: OMol25; level of theory: the ωB97M-V functional and the def2-TZVPD basis.

```
! RIJCOSX wB97M-V def2-TZVPD def2/J DEFGRID3
* xyz -2 1
H 8.1753 -11.1680 16.5431
C 5.9528 -14.9760 25.3747
H 12.1844 -8.6391 17.6154
H 7.1012 -16.9016 25.3208
H 11.7617 -7.9368 23.2570
C 9.1774 -7.6762 16.3971
H 5.3903 -16.9984 25.7311
N 3.8978 -11.3038 27.3008
H 5.8948 -15.6680 20.7140
O 4.7776 -12.2200 21.3672
H 4.4306 -16.3003 21.4877
C 3.7699 -15.8315 19.0809
H 11.0293 -9.4641 16.6791
H 3.9651 -15.0338 26.3939
Se 6.2888 -9.9056 20.7264
N 10.7269 -13.1876 25.1529
H 7.7322 -11.9470 22.5089
H 4.7487 -9.3495 30.4299
C 4.9178 -14.4204 26.3803
H 2.9006 -13.2721 21.2304
H 7.2155 -14.1808 14.6004
Cs 5.0097 -10.7946 24.1011
C 5.8389 -11.8556 15.0954
H 12.0524 -9.5169 24.1575
H 5.1963 -13.5918 28.4006
C 3.5709 -11.0470 28.5415
H 6.9725 -10.6837 17.8109
H 11.6794 -7.9554 15.9873
C 11.8520 -13.8404 25.6684
H 10.3587 -8.8671 23.5466
C 9.6614 -6.3230 25.7360
H 4.5803 -13.4306 26.1567
C 4.9378 -13.5605 19.3677
C 9.8005 -13.6694 24.3446
H 9.2664 -10.4775 24.2673
H 5.0805 -14.5203 17.4347
H 13.8025 -9.3646 22.2396
O 8.7592 -10.4082 22.4604
S 12.8099 -12.9139 26.6273
N 5.0698 -12.4739 29.7479
H 6.3484 -11.8354 14.0916
C 9.9444 -15.0355 23.9993
C 5.2543 -12.3985 20.1570
H 8.2056 -7.3079 16.7023
H 10.9358 -5.6893 16.9988
H 10.2098 -7.2005 25.5253
N 5.5294 -14.3071 27.7176
C 6.4145 -11.5029 18.2380
C 10.4535 -9.3534 21.1133
H 11.7194 -8.6378 19.5216
C 4.4958 -11.3455 29.6740
C 6.4342 -15.2119 28.1534
C 8.4637 -8.6267 19.2463
C 6.2907 -16.3887 25.8580
H 8.6074 -12.1987 15.1940
C 8.1336 -9.3586 20.4142
H 5.6738 -14.5687 15.4055
H 8.6259 -12.7130 16.8555
C 11.4205 -8.4660 16.9046
H 2.1739 -13.8850 19.7210
H 11.1960 -11.6130 21.1919
H 1.5362 -10.8715 27.9493
H 9.0413 -8.5901 15.9167
C 6.1234 -12.6176 17.4791
O 2.9942 -10.9272 26.3902
H 5.0503 -14.7312 21.9521
C 11.4452 -8.9865 23.3538
C 4.7384 -10.4161 30.7393
O 5.9527 -12.6448 30.8752
H 4.6050 -16.2049 18.5238
H 3.9778 -10.5641 31.5159
C 11.5766 -9.7577 22.0804
C 8.0845 -12.1732 16.1211
H 7.2792 -16.8868 27.6926
H 13.1192 -8.5372 20.8662
S 7.3721 -15.1930 29.6510
C 10.6932 -8.7570 19.8837
C 5.3411 -13.6059 18.0500
N 6.7175 -16.1981 27.2510
H 5.6931 -10.8446 15.4882
H 8.5734 -6.5035 25.5814
H 10.1005 -5.7923 18.6137
H 9.1193 -15.5084 23.4608
H 2.3173 -14.9370 21.1439
C 11.4339 -11.3017 22.1905
H 3.2348 -16.5599 19.6100
C 2.8259 -14.1656 20.6195
H 8.9325 -13.0876 23.9557
H 10.5838 -12.2053 25.4941
H 1.9336 -11.1541 29.8040
H 12.3191 -11.8161 22.6213
H 13.3512 -10.2578 20.8489
C 4.1631 -14.6816 20.0193
H 9.6687 -6.9667 15.6745
C 6.6882 -12.7052 16.0670
C 9.7380 -8.4498 18.8876
C 6.7173 -14.1308 15.5650
C 10.7845 -6.3375 17.9587
H 10.9092 -16.7966 24.6642
C 10.9565 -15.7001 24.6698
Cl 10.2104 -5.2493 24.4386
H 10.0568 -10.1773 25.5487
H 10.5206 -11.5601 22.8490
O 7.0849 -12.6584 22.7609
H 5.7148 -10.5632 31.2374
C 9.0771 -9.7314 21.4191
C 2.1762 -10.5475 28.8502
H 3.1257 -15.3248 18.3244
C 13.0874 -9.4113 21.4922
N 11.8898 -15.1504 25.4898
C 4.9271 -15.3883 21.0977
H 6.8025 -14.2959 25.4026
H 6.3135 -13.5641 30.6031
C 10.2087 -7.7715 17.5643
C 6.0310 -11.3791 19.5504
H 7.2986 -14.8491 16.1444
H 6.2505 -12.6512 22.2803
O 9.3324 -10.7203 25.2463
H 2.0528 -9.4772 29.1429
H 4.7913 -12.1915 15.0283
H 5.5566 -15.1259 24.3723
H 11.7886 -6.4331 18.5075
H 7.6082 -8.2512 18.6538
Cl 10.0346 -5.7608 27.3859
*
```

Values from the calculation:
* LUMO energy: 3.396 eV
* HOMO energy: -2.520 eV



Record 4
A structure of composition C41H67BrF3IrN2OSbSi2 in a non-equilibrium geometry. Source: OMol25; level of theory: the ωB97M-V functional and the def2-TZVPD basis.

```
! RIJCOSX wB97M-V def2-TZVPD def2/J DEFGRID3
* xyz 2 2
H 4.5289 -0.0782 7.3689
N -2.2515 -0.2827 0.0781
C 4.8561 -0.8551 -0.8808
H -1.0987 0.2601 -6.1178
H -3.5162 1.0017 -1.9239
C 0.4641 -6.0327 -0.1338
C -1.7858 0.8480 -5.5209
C -0.1946 3.2343 -2.9023
H 3.8740 -3.3728 1.4842
H -2.0076 -1.3798 2.6003
Sb -0.0662 -3.0092 0.5772
H 5.2146 2.1517 5.2810
C 1.7003 -1.6230 -3.1172
H 5.1336 -2.1539 5.2129
H -2.7453 -4.9634 3.0303
H 0.8945 -3.9832 3.6672
H 2.7203 -1.9400 -3.3081
H 2.1665 0.3623 4.6844
F -6.8277 0.9671 1.4865
H 0.0166 3.3139 0.9018
O 2.2807 -0.1158 0.2356
C -0.1215 4.4615 -2.2724
Br 0.3163 0.4331 2.4344
H 7.2983 -0.1973 -0.3471
H 5.9669 -0.1308 2.8218
H 6.8583 -1.1975 1.0282
H -1.6465 -2.0083 -4.5101
H 2.6416 0.5511 -5.7059
H -1.3575 -1.9660 -2.7777
H -1.0382 -2.4435 3.6305
C 5.8052 1.2417 5.3428
H -0.9977 -5.0930 2.9417
C 5.1776 1.5562 -0.1837
C -6.4903 0.3003 0.3832
H 1.8680 -2.2367 2.2928
C -1.8859 -4.8375 2.3709
C -4.1151 1.0213 0.8135
C 5.7582 -1.2708 5.3224
C 5.2660 0.0831 0.2597
C 4.1711 0.0377 3.9303
C 2.6920 1.4161 -2.6986
H 1.0481 -2.2514 -3.7142
C 4.8948 0.0013 5.2529
H 6.2518 -1.3204 6.2883
H 5.0395 -1.8844 -0.5843
H 1.4296 -5.9270 0.3530
C 0.0275 -4.7660 -0.8334
H -4.0928 1.3387 -3.5387
C -1.8566 -3.4078 1.8703
H -0.2385 3.1525 -3.9755
C -0.0458 3.3214 -0.1794
H 5.4604 -0.6436 -1.7589
H 1.4813 -1.8088 -2.0592
C -0.2017 0.7025 -2.6357
C 2.2092 0.1941 2.5728
C 4.3560 -0.0344 1.4698
F -7.1674 -0.8485 0.3711
C 4.8976 -0.0558 2.7342
H 1.1088 -0.2266 -6.0023
H -2.0915 -5.1925 -0.7954
C 1.5960 0.5401 -5.4127
H 0.7818 -4.4695 -1.5656
C 1.6607 -4.2542 2.9429
C -3.1044 -1.1892 -0.3986
H -2.7037 -3.2501 1.1999
H 1.4572 -5.2506 2.5581
H 0.5616 -6.8260 -0.8756
C 2.9479 -3.4654 0.9179
H 4.1524 1.8510 -0.3849
H -4.4835 1.9016 1.3134
C 2.7871 0.2112 3.8152
F -6.9069 1.0230 -0.6656
C 2.9082 0.0096 1.3344
H -1.2507 -5.7604 -2.2243
C -0.1835 2.0723 -2.1268
Si -1.7969 0.3479 -3.6849
H -0.1162 5.3690 -2.8582
H -0.2661 -6.3630 0.5983
H 2.6140 -4.2953 3.4698
H 3.2710 -0.8498 6.4186
H 2.9693 -2.7344 0.1105
H 6.5462 1.2565 4.5486
H 3.8122 -0.7314 -1.1431
C -1.9182 -2.3917 2.9927
C 1.7640 -3.2237 1.8371
H -2.9372 2.4077 -2.7845
H 7.1706 0.5404 1.2306
H 2.9230 -4.4622 0.4841
C -4.4797 -1.0547 -0.3183
C 3.9473 0.0017 6.4548
N -0.1156 2.1474 -0.7871
H 3.3723 0.9220 6.5131
C 6.7356 -0.2144 0.5812
C -1.9664 -1.5530 -3.5789
H 3.7179 1.1366 -2.9055
Si 1.4647 0.2283 -3.5429
H -1.5522 1.8968 -5.6689
H 2.5537 2.4321 -3.0554
H 6.5257 -1.2901 4.5549
C -2.7557 0.7950 0.6798
H -2.7802 0.6841 -5.9264
C -0.0438 4.5126 -0.8851
C -3.2156 1.3635 -2.8986
H -1.9971 -5.5453 1.5518
H -2.0494 1.5027 1.0797
Ir 0.0905 -0.1954 -0.4862
H 2.5437 1.4153 -1.6241
H -1.6137 -4.0507 -2.0634
H -5.1373 -1.8145 -0.7114
C -1.3135 -4.9393 -1.5117
H 6.3291 1.2382 6.2936
H 1.1772 1.5008 -5.6956
H -2.7878 -2.5867 3.6191
H 5.5721 2.2093 0.5926
C -4.9938 0.0774 0.3008
H 0.0127 5.4558 -0.3656
H 5.7673 1.7036 -1.0847
H -2.9999 -1.8423 -3.4242
H -2.6741 -2.0659 -0.8631
*
```

Values from the calculation:
* ΔE to the lowest compared entry with this formula, charge and spin: 48.8 kcal/mol
* LUMO energy (alpha / beta): -6.428 / -7.607 eV
* HOMO energy (alpha / beta): -13.552 / -13.546 eV